No. 1
19
Properties=species:S:1:pos:R:3 method="wB97M-V/def2-TZVPD" homo_ev="-10.6 / -10.6" e_above_lowest_kcal_mol=135.3 total_charge=+1 total_energy_ev=-11390.25649 lumo_energy_ha="-0.11352 / -0.11353" gap_ev="7.5 / 7.5"
C -0.643 -1.030 -0.989
C 0.015 1.388 -1.168
C -0.435 -0.622 0.502
C 1.267 0.075 2.030
N -1.531 -0.601 1.276
N 0.079 -0.117 -1.875
O 1.230 1.848 -1.107
O 0.821 -0.671 0.840
H -0.378 -2.184 -0.970
H -1.633 -0.893 -1.281
H -0.825 1.904 -1.603
H 1.043 1.191 1.999
H 2.334 -0.044 1.978
H 1.064 -0.605 2.981
H -2.423 -0.532 1.044
H -1.346 -0.238 2.164
H 1.165 -0.118 -1.721
H -0.160 -0.349 -2.948
H 1.479 2.631 -1.660



No. 2
220
Properties=species:S:1:pos:R:3 method="wB97M-V/def2-TZVPD" homo_ev=-8.2 e_above_lowest_kcal_mol=0.0 total_energy_ev=-310937.73514 lumo_energy_ha=0.00582 gap_ev=8.4
C 6.303 -0.613 2.767
S 4.853 -0.680 1.713
O 3.763 -1.387 2.426
C 4.532 1.063 1.696
H 7.006 0.065 2.306
H 6.621 -1.644 2.859
H 6.021 -0.096 3.713
H 3.626 1.180 1.151
H 5.344 1.562 1.196
H 4.417 1.404 2.734
C 2.221 5.799 -3.794
S 1.242 6.305 -2.408
O -0.231 6.096 -2.603
C 1.773 5.032 -1.322
H 2.015 6.508 -4.603
H 2.062 4.751 -4.103
H 3.248 5.947 -3.497
H 2.862 4.868 -1.455
H 1.325 4.142 -1.774
H 1.434 5.229 -0.301
C 1.689 -4.112 -5.648
S 2.150 -3.135 -4.246
O 3.286 -2.294 -4.702
C 0.725 -2.101 -3.995
H 2.413 -4.932 -5.575
H 1.719 -3.510 -6.572
H 0.702 -4.537 -5.496
H -0.116 -2.734 -3.821
H 0.773 -1.479 -4.896
H 0.880 -1.595 -3.031
C -1.927 -2.955 5.299
S -0.800 -1.679 5.002
O -0.135 -1.466 6.307
C 0.420 -2.577 4.062
H -1.941 -3.639 4.461
H -2.932 -2.574 5.498
H -1.571 -3.520 6.167
H 1.295 -1.943 3.829
H 0.000 -2.993 3.176
H 0.842 -3.398 4.706
C 0.711 4.241 2.270
S 2.175 3.340 2.560
O 3.068 3.642 1.424
C 2.654 4.345 4.047
H -0.016 4.063 3.066
H 0.395 3.833 1.301
H 1.030 5.264 2.191
H 2.505 5.351 3.611
H 3.674 4.141 4.283
H 1.892 4.049 4.795
C -4.651 -1.872 1.644
S -5.691 -1.366 3.002
O -6.987 -0.897 2.552
C -4.584 -0.073 3.520
H -5.049 -2.851 1.342
H -3.666 -1.996 2.100
H -4.532 -1.222 0.753
H -4.296 0.678 2.756
H -3.709 -0.595 3.895
H -5.096 0.510 4.279
C -7.084 4.570 2.747
S -6.768 2.871 2.279
O -5.308 2.768 2.317
C -7.450 2.065 3.715
H -6.945 5.146 1.822
H -6.330 4.911 3.505
H -8.141 4.711 3.010
H -7.570 0.982 3.596
H -8.368 2.595 4.019
H -6.699 2.178 4.540
C -2.685 3.668 4.220
S -3.039 2.870 5.771
O -4.289 2.062 5.756
C -1.649 1.709 5.705
H -3.659 4.125 3.918
H -2.299 2.968 3.478
H -1.931 4.461 4.472
H -1.823 1.136 4.796
H -1.729 1.062 6.563
H -0.660 2.193 5.749
C -6.588 0.669 -3.232
S -6.642 -0.450 -1.831
O -5.353 -1.158 -1.664
C -6.882 0.692 -0.561
H -5.608 1.156 -3.204
H -7.435 1.328 -3.119
H -6.760 0.051 -4.101
H -6.171 1.538 -0.737
H -6.798 0.198 0.406
H -7.909 1.034 -0.662
C -1.332 -5.977 0.058
S -0.561 -4.597 -0.791
O -0.978 -4.533 -2.199
C -1.727 -3.444 -0.019
H -0.892 -6.921 -0.278
H -2.425 -5.898 -0.221
H -1.136 -5.926 1.158
H -1.657 -3.422 1.081
H -2.591 -3.834 -0.468
H -1.510 -2.446 -0.396
C -6.778 -6.640 -2.784
S -5.109 -6.024 -2.839
O -4.863 -5.510 -4.194
C -5.339 -4.716 -1.621
H -6.816 -7.314 -3.620
H -7.553 -5.867 -2.830
H -6.844 -7.293 -1.895
H -4.405 -4.158 -1.471
H -5.584 -5.290 -0.732
H -6.089 -4.029 -1.986
C 2.750 -6.406 0.642
S 2.244 -5.828 2.284
O 0.975 -5.120 2.030
C 3.476 -4.616 2.575
H 3.732 -6.886 0.584
H 2.757 -5.514 0.011
H 1.920 -7.089 0.379
H 4.433 -5.082 2.276
H 3.477 -4.510 3.675
H 3.281 -3.625 2.180
C 2.944 0.586 -5.956
S 2.349 1.233 -4.436
O 3.240 2.321 -3.960
C 0.862 1.970 -5.041
H 3.705 -0.167 -5.706
H 3.374 1.477 -6.484
H 2.063 0.251 -6.479
H 0.225 1.178 -5.413
H 1.209 2.727 -5.718
H 0.427 2.442 -4.173
C 2.934 -0.850 7.768
C 3.106 -1.972 6.769
C 3.685 -1.331 5.545
S 2.966 0.295 5.395
O 2.049 0.417 4.313
O 4.036 1.328 5.359
C 2.276 0.310 7.058
H 3.894 -0.536 8.135
H 2.238 -1.145 8.548
H 2.175 -2.491 6.633
H 3.755 -2.700 7.292
H 3.537 -1.908 4.646
H 4.769 -1.144 5.679
H 1.205 0.123 7.004
H 2.461 1.285 7.493
C 4.067 -2.509 -1.233
C 4.599 -1.205 -1.935
C 5.820 -1.611 -2.782
S 6.646 -2.854 -1.774
O 7.472 -2.254 -0.805
O 7.175 -3.990 -2.468
C 5.241 -3.420 -0.967
H 3.325 -3.071 -1.769
H 3.555 -2.196 -0.337
H 4.898 -0.438 -1.204
H 3.898 -0.753 -2.627
H 6.534 -0.809 -2.990
H 5.614 -2.143 -3.717
H 5.449 -3.394 0.118
H 4.952 -4.423 -1.250
C -2.962 -2.854 -4.507
C -2.297 -3.395 -5.864
C -2.670 -2.435 -7.051
S -3.987 -1.405 -6.425
O -5.088 -1.342 -7.356
O -3.307 -0.190 -6.022
C -4.303 -2.320 -4.962
H -2.300 -2.072 -4.121
H -3.046 -3.667 -3.778
H -2.745 -4.408 -5.997
H -1.213 -3.519 -5.779
H -3.041 -2.959 -7.926
H -1.910 -1.693 -7.361
H -5.030 -3.086 -5.236
H -4.756 -1.620 -4.259
C 7.764 4.570 -2.784
C 6.225 4.254 -3.142
C 5.747 3.502 -1.867
S 7.050 2.257 -1.618
O 6.992 1.193 -2.552
O 7.065 1.803 -0.235
C 8.351 3.330 -2.113
H 7.892 5.477 -2.201
H 8.267 4.832 -3.706
H 6.226 3.709 -4.061
H 5.593 5.127 -3.236
H 4.759 3.052 -1.836
H 5.908 3.987 -0.887
H 8.882 2.752 -2.856
H 9.043 3.616 -1.334
C -3.010 6.276 -0.756
C -2.213 5.459 0.313
C -3.026 4.206 0.572
S -3.690 3.757 -1.066
O -5.128 3.714 -1.111
O -3.040 2.598 -1.619
C -3.217 5.276 -1.896
H -2.548 7.204 -1.077
H -3.914 6.435 -0.170
H -2.112 6.139 1.173
H -1.231 5.225 -0.052
H -3.914 4.288 1.214
H -2.404 3.353 0.862
H -4.085 5.420 -2.521
H -2.285 5.222 -2.456
C 1.343 0.254 -0.137
C 0.073 -0.013 -0.994
C -1.028 0.742 -0.249
S -0.655 0.448 1.455
O -1.543 -0.647 1.938
O -0.764 1.626 2.218
C 0.990 -0.197 1.320
H 1.661 1.296 -0.145
H 2.230 -0.313 -0.467
H -0.007 -1.121 -0.971
H 0.203 0.407 -1.988
H -2.040 0.466 -0.419
H -0.920 1.792 -0.452
H 0.900 -1.265 1.428
H 1.512 0.289 2.116